No. 1
40
Properties=species:S:1:pos:R:3:mulliken_spin:R:1 method="wB97M-V/def2-TZVPD" e_homo_ev="-21.20 / -21.29" spin_multiplicity=7 s2=12.046 total_energy_ha=-3012.4813 e_above_lowest_kcal_mol=0.0 charge=+4 homo_lumo_gap_ev="4.01 / 4.93"
I -2.190 2.051 -2.157 0.003
I -0.607 -0.107 -3.561 -0.024
Eu 0.660 -1.308 -0.998 6.123
Bi -0.949 1.190 1.193 0.004
S 1.153 1.287 -0.421 -0.032
C 0.561 2.536 2.806 0.000
C -2.036 0.214 3.409 0.000
C 2.671 2.178 -0.205 0.000
C 3.542 1.875 -1.407 -0.001
C 3.324 1.732 1.073 0.001
C 2.235 3.625 -0.140 -0.001
C 1.172 -3.875 0.447 -0.003
C 3.504 -1.520 -0.133 -0.002
O -2.677 0.365 4.340 0.000
O 0.818 3.400 3.530 0.000
O 1.314 -5.014 0.583 0.000
O 4.647 -1.668 -0.123 0.000
H 4.461 2.458 -1.370 0.000
H 3.072 2.076 -2.378 0.000
H 3.891 0.838 -1.394 0.000
H 4.228 2.336 1.184 0.000
H 3.617 0.682 1.040 -0.001
H 2.687 1.919 1.938 0.000
H 3.098 4.279 -0.045 -0.001
H 1.655 3.814 0.767 0.000
H 1.656 3.968 -1.009 0.000
C -4.329 -0.800 -1.192 -0.007
Si -2.819 -1.770 -0.465 -0.002
C -3.292 -2.428 1.249 -0.015
C -2.467 -3.260 -1.635 0.002
O -1.456 -0.909 -0.161 -0.040
H -5.197 -1.506 -1.185 0.000
H -4.113 -0.457 -2.228 -0.001
H -4.538 0.083 -0.550 0.000
H -4.172 -3.094 1.194 -0.001
H -2.412 -2.962 1.651 -0.001
H -3.494 -1.569 1.913 0.000
H -2.246 -2.900 -2.660 0.000
H -1.604 -3.845 -1.253 -0.001
H -3.369 -3.912 -1.648 0.000

***

No. 2
46
Properties=species:S:1:pos:R:3:mulliken_spin:R:1 method="wB97M-V/def2-TZVPD" e_homo_ev="-6.94 / -7.18" spin_multiplicity=2 s2=0.762 total_energy_ha=-2053.2319 e_above_lowest_kcal_mol=9.1 homo_lumo_gap_ev="6.57 / 6.75"
Re -1.039 0.065 1.349 0.955
C -4.010 0.065 3.970 -0.008
C -2.755 0.926 3.821 0.021
C -3.123 2.393 3.611 0.013
C -1.837 0.765 5.031 -0.011
N -2.051 0.465 2.646 -0.093
H -4.610 0.425 4.807 0.001
H -3.745 -0.976 4.154 0.001
H -4.615 0.107 3.064 0.001
H -3.733 2.742 4.445 0.000
H -3.690 2.522 2.689 0.000
H -2.226 3.010 3.551 0.000
H -2.333 1.147 5.924 0.000
H -0.910 1.320 4.886 0.001
H -1.590 -0.284 5.194 0.001
O 2.909 -0.148 0.337 0.012
C 1.881 0.305 -0.147 0.003
O 0.730 0.173 0.462 -0.006
C 1.831 0.982 -1.468 0.004
C 0.708 1.694 -1.869 0.012
C 0.646 2.298 -3.126 0.003
C 1.739 2.138 -3.939 0.001
O 1.914 2.606 -5.208 0.000
C 3.224 2.200 -5.607 0.000
O 3.795 1.441 -4.544 0.000
C 2.865 1.436 -3.538 0.000
C 2.949 0.845 -2.309 -0.003
H -0.136 1.776 -1.200 -0.014
H -0.225 2.849 -3.448 0.000
H 3.836 3.088 -5.787 0.000
H 3.148 1.576 -6.499 0.000
H 3.822 0.298 -1.983 0.000
S -2.573 0.143 -0.443 0.007
C -1.687 -0.947 -1.394 -0.001
N -1.085 -1.680 -2.054 0.000
S -0.898 -2.463 1.698 0.033
C 0.132 -3.089 0.504 0.031
N 1.353 -2.548 0.252 0.019
C 2.159 -2.966 -0.746 -0.001
C 1.768 -4.023 -1.505 0.011
C 0.518 -4.587 -1.180 0.002
N -0.261 -4.159 -0.221 0.007
H 1.612 -1.703 0.759 -0.004
H 3.075 -2.409 -0.871 0.000
H 2.374 -4.393 -2.316 0.001
H 0.144 -5.428 -1.754 0.000

***

No. 3
25
Properties=species:S:1:pos:R:3:mulliken_charge:R:1 method="wB97M-V/def2-TZVPD" e_homo_ev="-3.74 / -3.29" spin_multiplicity=1 total_energy_ha=-954.3001 e_above_lowest_kcal_mol=64.8 charge=-1 homo_lumo_gap_ev="7.10 / 6.73"
C 2.657 -1.405 1.463 -0.780
C 2.240 -0.695 0.430 -0.184
C 0.393 1.598 -0.122 0.478
C 1.347 -1.279 -1.777 -1.027
C 0.998 -0.982 -0.348 0.277
C 0.004 0.263 -0.072 0.269
C -0.433 3.761 0.341 -0.700
C -2.812 -2.282 0.032 -0.680
O -2.736 0.449 -0.682 -0.713
O 1.387 2.135 -0.599 -0.745
O -0.592 2.374 0.504 -0.269
O -1.831 -1.527 0.666 -0.304
P -1.706 0.127 0.343 0.155
H 3.557 -1.157 2.004 0.260
H 2.111 -2.265 1.818 0.267
H 2.800 0.166 0.094 0.255
H 1.953 -0.555 -2.300 0.339
H 0.595 -1.772 -2.379 0.341
H 0.472 -1.837 0.086 0.231
H -1.364 4.227 0.657 0.228
H -0.216 3.994 -0.706 0.300
H 0.397 4.129 0.952 0.251
H -3.426 -2.795 0.782 0.235
H -2.345 -3.037 -0.608 0.203
H -3.450 -1.635 -0.579 0.315

***

No. 4
62
Properties=species:S:1:pos:R:3:mulliken_spin:R:1 method="wB97M-V/def2-TZVPD" e_homo_ev="-10.99 / -11.39" spin_multiplicity=3 s2=2.035 total_energy_ha=-2250.6031 e_above_lowest_kcal_mol=0.0 charge=+1 homo_lumo_gap_ev="7.30 / 7.74"
C 1.120 2.882 0.571 0.027
C 1.005 2.367 -0.754 -0.073
C -0.291 1.795 -0.899 0.009
H 1.729 2.506 -1.545 0.003
C -0.983 1.944 0.350 0.113
C -0.115 2.629 1.255 -0.096
H -2.027 1.708 0.532 0.000
C 2.958 -0.436 1.253 -0.018
C 3.105 0.388 0.092 -0.043
C 2.309 -0.180 -0.951 -0.049
H 3.776 1.238 0.007 0.009
C 1.628 -1.327 -0.425 0.215
C 2.025 -1.472 0.951 -0.054
H -0.739 1.458 -1.826 -0.002
H -0.394 3.020 2.230 -0.003
H 1.939 3.477 0.954 0.009
H 1.724 -2.302 1.595 -0.001
H 2.295 0.119 -1.999 0.001
H 3.573 -0.367 2.146 0.003
V 0.894 0.584 0.716 1.957
C 0.692 -2.264 -1.154 -0.159
C 1.016 -3.706 -0.753 -0.001
C 0.828 -2.112 -2.672 -0.001
H 2.061 -3.927 -0.997 0.000
H 0.366 -4.395 -1.293 0.001
H 0.872 -3.867 0.318 -0.001
H 1.855 -2.340 -2.978 0.000
H 0.578 -1.100 -3.012 0.000
H 0.154 -2.818 -3.168 0.000
C -0.748 -1.870 -0.740 0.093
C -1.881 -2.756 -1.273 0.013
H -0.937 -0.837 -1.085 -0.008
H -0.854 -1.862 0.363 0.052
O -1.752 -3.902 -1.703 0.002
N -3.120 -2.171 -1.251 0.000
C -3.454 -0.804 -0.853 0.001
H -3.884 -2.788 -1.502 0.000
C -3.326 0.184 -1.998 0.001
C -3.726 1.509 -1.788 -0.002
H -4.127 1.786 -0.807 0.000
C -3.614 2.450 -2.815 0.000
H -3.914 3.485 -2.632 0.000
C -3.131 2.062 -4.074 0.000
H -3.062 2.793 -4.885 0.000
C -2.746 0.733 -4.294 0.000
H -2.373 0.408 -5.269 0.000
C -2.848 -0.207 -3.256 0.000
H -2.582 -1.255 -3.438 0.000
H -2.814 -0.480 -0.011 0.011
H -4.491 -0.804 -0.486 0.000
O 0.596 0.228 2.489 -0.050
N 1.434 0.542 3.547 0.035
C 1.318 -0.211 4.671 -0.001
C 2.003 0.204 5.810 -0.002
C 2.910 1.252 5.745 0.000
C 3.042 1.953 4.548 -0.003
C 2.244 1.623 3.468 0.022
H 0.623 -1.059 4.670 0.000
H 1.831 -0.332 6.731 0.000
H 3.459 1.599 6.617 0.000
H 3.723 2.787 4.398 0.000
H 2.247 2.238 2.559 -0.010

***

No. 5
67
Properties=species:S:1:pos:R:3:mulliken_spin:R:1 method="wB97M-V/def2-TZVPD" e_homo_ev="-6.76 / -7.21" spin_multiplicity=5 s2=6.405 total_energy_ha=-4794.5080 e_above_lowest_kcal_mol=17.0 homo_lumo_gap_ev="6.28 / 7.24"
Mn 1.976 2.490 0.144 4.461
C 0.513 0.557 -2.719 -0.008
Si 0.584 2.213 -1.829 -0.493
C 0.632 3.608 -3.063 -0.007
C -0.685 2.243 -0.422 0.006
C -1.632 1.198 -0.456 -0.023
C -2.552 0.995 0.554 0.020
C -2.515 1.815 1.677 -0.024
C -1.578 2.832 1.752 0.047
C -0.665 3.101 0.719 -0.044
Si 0.691 4.444 1.018 0.033
C 0.174 5.972 0.014 0.004
C 0.460 5.017 2.816 0.012
H -0.350 0.524 -3.388 -0.012
H 0.453 -0.294 -2.039 0.010
H 1.411 0.445 -3.330 0.002
H -0.333 3.719 -3.564 -0.008
H 1.395 3.375 -3.808 0.003
H 0.903 4.559 -2.606 0.001
H -1.670 0.538 -1.315 -0.004
H -3.288 0.204 0.471 0.002
H -3.224 1.666 2.482 -0.001
H -1.570 3.460 2.634 0.004
H -0.843 6.266 0.286 0.001
H 0.206 5.832 -1.067 -0.002
H 0.839 6.806 0.250 -0.001
H -0.459 5.599 2.928 0.003
H 1.295 5.661 3.097 -0.001
H 0.437 4.197 3.537 0.003
N 4.307 2.851 -1.998 0.071
C 3.460 2.719 -1.219 -0.093
Cl -0.308 -4.718 -4.526 0.000
C 0.073 -4.393 -2.867 0.000
C 0.958 -3.378 -2.552 0.000
C 1.236 -3.130 -1.217 0.000
C 0.648 -3.858 -0.187 -0.001
C 0.903 -3.579 1.282 0.000
C 2.241 -2.855 1.606 -0.002
N 2.108 -1.413 1.761 0.007
C 1.588 -0.795 2.875 0.000
C 1.571 0.535 2.604 0.023
N 2.079 0.743 1.343 0.015
C 2.391 -0.446 0.869 0.012
O -0.177 -2.947 1.941 0.000
C -0.858 -1.886 1.249 0.000
C -2.052 -2.361 0.476 0.005
C -3.168 -2.893 1.047 -0.001
Cl -3.431 -3.130 2.725 0.000
S -4.364 -3.333 -0.094 0.000
C -3.386 -2.775 -1.384 0.000
C -2.196 -2.296 -0.941 -0.002
C -0.234 -4.876 -0.555 0.000
Cl -1.029 -5.825 0.657 0.000
C -0.524 -5.155 -1.878 0.000
H 1.418 -2.791 -3.334 0.000
H 1.929 -2.336 -0.985 -0.002
H 0.973 -4.554 1.772 0.000
H 3.005 -3.057 0.859 0.000
H 2.616 -3.239 2.554 0.000
H 1.263 -1.360 3.729 0.000
H 1.229 1.353 3.214 -0.001
H 2.853 -0.628 -0.088 -0.014
H -0.189 -1.343 0.577 0.002
H -1.161 -1.193 2.034 -0.003
H -3.739 -2.843 -2.400 0.000
H -1.425 -1.912 -1.595 -0.001
H -1.217 -5.944 -2.129 0.000

***

No. 6
13
Properties=species:S:1:pos:R:3:mulliken_charge:R:1 method="wB97M-V/def2-TZVPD" e_homo_ev=-13.56 spin_multiplicity=1 total_energy_ha=-725.2446 e_above_lowest_kcal_mol=132.7 charge=+1 homo_lumo_gap_ev=9.55
C 0.990 0.768 -0.933 -0.181
C 1.968 1.126 -0.141 0.088
C 1.464 -1.382 0.343 -0.071
C -1.465 0.074 -0.344 -0.060
N 1.489 -0.181 -0.106 -0.039
N -2.375 0.642 0.390 -0.280
Cl -1.954 -1.520 -0.673 -0.161
H -2.227 1.533 0.743 0.220
H 2.822 1.610 0.317 0.392
H 0.522 -1.906 -0.064 0.056
H 2.071 -1.854 0.989 0.350
H -0.078 0.935 -1.233 0.462
H -3.226 0.155 0.711 0.223

***

No. 7
28
Properties=species:S:1:pos:R:3:mulliken_charge:R:1 method="wB97M-V/def2-TZVPD" e_homo_ev=-9.03 spin_multiplicity=1 total_energy_ha=-1029.5009 e_above_lowest_kcal_mol=66.5 homo_lumo_gap_ev=9.76
C -0.774 -0.384 1.236 -0.341
C -0.761 0.129 -1.329 -0.666
C -2.196 -0.685 1.109 -0.906
C -2.282 -0.248 -1.181 -0.806
C 0.002 0.009 -0.081 0.494
C 3.631 -0.374 0.802 -0.775
C 1.585 -0.858 -0.304 -0.249
N -2.777 0.187 0.050 -0.317
O 1.269 2.194 -0.810 -0.664
O -0.612 2.403 0.794 -0.503
O 2.196 -0.252 -1.406 -0.580
O 2.252 -0.724 0.879 -0.308
S 0.791 1.588 0.485 0.538
H -0.673 0.574 1.937 0.272
H -0.309 -1.286 1.717 0.270
H -0.237 -0.349 -2.209 0.399
H -0.775 1.250 -1.506 0.283
H -2.431 -1.696 0.669 0.362
H -2.660 -0.533 2.081 0.398
H -2.803 0.171 -2.120 0.409
H -2.365 -1.370 -1.304 0.286
H 3.783 0.138 1.738 0.228
H 3.673 0.159 -0.101 0.369
H 4.133 -1.319 0.785 0.316
H 1.255 -1.859 -0.698 0.425
H -3.850 0.247 0.017 0.282
H -1.248 2.132 0.218 0.350
H 2.182 0.755 -1.469 0.431

***

No. 8
14
Properties=species:S:1:pos:R:3:mulliken_charge:R:1 method="wB97M-V/def2-TZVPD" e_homo_ev=-9.94 spin_multiplicity=1 total_energy_ha=-361.7657 e_above_lowest_kcal_mol=72.2 homo_lumo_gap_ev=10.29
O 1.803 0.309 1.431 -0.482
C 1.652 -0.324 0.413 -0.084
C 0.893 0.229 -0.775 0.168
N 0.342 1.571 -0.569 -0.553
C -1.017 1.054 -0.283 -0.292
C -0.556 -0.303 -0.798 0.251
O -1.065 -1.338 -1.117 -0.531
H 2.051 -1.350 0.300 0.361
H 1.466 0.072 -1.699 0.327
H 0.774 2.017 0.236 0.314
H -1.278 1.002 0.784 0.243
H -1.829 1.539 -0.833 0.284
H -1.608 -2.245 1.827 0.194
H -1.626 -2.234 1.083 -0.199